CH3FOS | wB97M-V/def2-TZVPD

```
7
CH3FOS, DFT wB97M-V/def2-TZVPD
C -0.663 -0.063 -0.228
O 1.323 -1.498 0.154
F 2.984 0.515 -0.057
S -0.122 -1.581 -0.037
H -1.724 0.048 -0.244
H 2.474 -0.331 -0.046
H 0.015 0.734 -0.467
```

HOMO-LUMO gap = 9.605 eV
Energy relative to the best compared isomer or geometry (same formula, charge and spin) = 0.953 eV
LUMO level = -0.95 eV
Strongest force on any atom = 0.0460 Eh/bohr
E_tot = -613.14532 Eh
Net charge = 0


C17H16Cl2NO5P | wB97M-V/def2-TZVPD

```
42
C17H16Cl2NO5P, DFT wB97M-V/def2-TZVPD
O -0.134 3.314 -3.780
C -0.086 2.164 -4.063
C 0.546 1.960 -5.401
P 1.163 0.310 -5.309
O 1.809 0.127 -3.912
O 2.247 0.182 -6.342
O 0.127 -0.768 -5.391
N -0.939 1.239 -3.484
C -1.754 1.471 -2.353
C -1.107 0.922 -1.019
C -0.891 -0.623 -0.887
C 0.340 -0.624 -0.040
C 1.548 -0.406 -0.648
C 2.720 -0.527 0.092
C 2.719 -0.933 1.475
C 1.459 -0.939 2.168
O 1.552 -1.159 3.572
C 0.412 -1.036 4.189
C -0.266 0.176 4.322
C -1.477 0.252 5.003
C -2.048 -0.928 5.594
Cl -3.527 -0.881 6.513
C -1.290 -2.160 5.442
Cl -1.745 -3.543 6.495
C 0.001 -2.143 4.880
C 0.311 -0.722 1.432
H -0.180 2.059 -6.209
H 1.360 2.628 -5.578
H -0.777 0.303 -3.903
H -2.003 2.535 -2.124
H -2.612 0.949 -2.548
H -1.634 1.240 -0.196
H -0.168 1.504 -1.030
H -1.677 -1.161 -0.318
H -0.836 -1.101 -1.877
H 1.582 -0.318 -1.708
H 3.648 -0.510 -0.535
H 3.649 -1.128 1.873
H 0.139 1.054 3.819
H -1.977 1.181 5.015
H 0.510 -3.103 4.835
H -0.716 -0.860 1.938
```

SMILES = O=C(CP(=O)([O-])[O-])NCCCc1cccc(Oc2ccc(Cl)c(Cl)c2)c1
HOMO-LUMO gap = 2.747 eV
LUMO level = 3.22 eV
Strongest force on any atom = 0.1164 Eh/bohr
E_tot = -2350.11914 Eh
Net charge = -2


C6H16N2O | wB97M-V/def2-TZVPD

```
25
C6H16N2O, DFT wB97M-V/def2-TZVPD
C 0.868 -0.104 1.156
C 0.717 1.280 1.785
C 2.350 -0.451 0.980
N 0.271 -1.098 2.055
C 0.237 -0.126 -0.262
O 0.721 0.779 -1.122
H 0.271 -2.030 1.656
H -0.668 -0.860 2.351
H 0.279 -1.169 -0.635
H 2.463 -1.447 0.544
H 1.257 1.322 2.731
H 1.102 2.039 1.106
H -0.332 1.511 1.997
H 2.830 0.266 0.316
H 2.845 -0.446 1.952
C -2.015 -0.283 -1.748
C -1.155 0.145 -2.835
N -1.332 0.125 -0.225
H -1.452 1.127 -0.089
H -1.811 -0.383 0.517
H -2.985 0.208 -1.651
H -2.110 -1.359 -1.607
H -0.834 -0.660 -3.489
H -1.515 1.011 -3.384
H -0.002 0.603 -2.101
```

HOMO-LUMO gap = 7.917 eV
Energy relative to the best compared isomer or geometry (same formula, charge and spin) = 3.107 eV
LUMO level = 0.55 eV
Strongest force on any atom = 0.0235 Eh/bohr
E_tot = -422.87253 Eh
Net charge = 0